# 1
Formula: C30H36AsN4O8PbS3
Source: the Open Molecules 2025 dataset
Level of theory: ωB97M-V/def2-TZVPD

Results
Maximum force in eV/Å: 0.36
Net charge: +1
Gap between HOMO and LUMO in eV: 8.8
HOMO level in eV: -11.281
Relative energy (zero: lowest compared OMol25 entry of this formula, charge and spin) in kcal/mol: 29.2
LUMO in Eh: -0.0906

Each line ends with the Löwdin charge.
Element x y z (Å)
1 Pb -0.373 -0.143 -0.293  1.53
2 C -1.105 2.972 -1.654  -0.13
3 N -0.515 2.580 -0.372  -0.24
4 C -1.323 3.101 0.735  -0.12
5 C -1.046 2.475 2.092  -0.27
6 C -1.558 3.053 3.246  -0.01
7 C -1.317 2.438 4.462  -0.04
8 C -0.569 1.267 4.497  -0.03
9 C -0.100 0.766 3.301  -0.12
10 N -0.333 1.355 2.123  0.01
11 C 0.885 2.993 -0.285  -0.12
12 C 1.735 2.267 -1.309  -0.28
13 C 2.865 2.851 -1.851  -0.01
14 C 3.603 2.142 -2.788  -0.03
15 C 3.181 0.880 -3.175  -0.02
16 C 2.042 0.362 -2.589  -0.11
17 N 1.348 1.038 -1.670  0.00
18 C -2.279 2.106 -2.062  -0.26
19 C -3.246 2.604 -2.919  -0.01
20 C -4.272 1.770 -3.333  -0.03
21 C -4.308 0.465 -2.871  -0.02
22 C -3.310 0.043 -2.015  -0.10
23 N -2.315 0.845 -1.616  0.01
24 H -1.419 4.023 -1.641  0.14
25 H -0.342 2.877 -2.428  0.13
26 H -1.205 4.190 0.819  0.14
27 H -2.371 2.918 0.484  0.14
28 H -2.141 3.964 3.190  0.12
29 H -1.709 2.865 5.376  0.12
30 H -0.360 0.752 5.424  0.11
31 H 0.476 -0.151 3.262  0.07
32 H 0.998 4.075 -0.429  0.14
33 H 1.248 2.755 0.717  0.13
34 H 3.159 3.847 -1.549  0.12
35 H 4.492 2.580 -3.222  0.12
36 H 3.720 0.307 -3.916  0.12
37 H 1.647 -0.611 -2.852  0.10
38 H -3.188 3.629 -3.260  0.12
39 H -5.035 2.138 -4.006  0.12
40 H -5.084 -0.225 -3.169  0.12
41 H -3.301 -0.971 -1.637  0.08
42 O -2.790 -2.952 -0.582  -0.25
43 As -1.542 -3.207 -1.807  0.86
44 O -2.270 -3.608 -3.201  -0.43
45 O -0.584 -1.817 -1.828  -0.64
46 C -0.470 -4.715 -1.181  -0.22
47 C -0.175 -5.586 -2.222  -0.07
48 C 0.615 -6.709 -2.017  -0.04
49 C 1.107 -6.994 -0.756  -0.05
50 C 0.813 -6.156 0.309  -0.05
51 C 0.040 -5.020 0.089  -0.28
52 S -0.350 -4.031 1.498  0.58
53 O -1.425 -4.612 2.219  -0.21
54 O 0.990 -4.224 2.388  -0.62
55 O -0.419 -2.645 1.112  -0.44
56 H -2.448 -2.762 0.300  0.01
57 H -0.592 -5.368 -3.199  0.10
58 H 0.836 -7.368 -2.847  0.12
59 H 1.713 -7.875 -0.592  0.12
60 H 1.172 -6.391 1.300  0.12
61 C 3.488 -1.041 4.163  -0.06
62 O 2.134 -1.266 4.600  -0.20
63 C 1.365 -2.236 4.105  -1.12
64 S -0.081 -2.594 4.704  0.83
65 S 2.060 -2.991 2.641  1.03
66 H 4.068 -0.845 5.060  0.11
67 H 3.505 -0.170 3.511  0.07
68 H 3.917 -1.904 3.655  0.06
69 C 3.203 -3.120 -2.132  -0.04
70 C 2.551 -2.842 -0.790  -0.28
71 O 2.679 -1.488 -0.361  -0.23
72 C 3.936 -1.174 0.208  -0.27
73 C 3.816 0.173 0.888  -0.06
74 H 3.231 -4.197 -2.307  0.08
75 H 4.228 -2.750 -2.169  0.08
76 H 2.635 -2.668 -2.945  0.07
77 H 2.968 -3.507 -0.022  0.10
78 H 1.480 -3.017 -0.857  0.07
79 H 4.714 -1.143 -0.562  0.12
80 H 4.218 -1.955 0.927  0.10
81 H 3.764 0.980 0.155  0.06
82 H 4.677 0.359 1.532  0.09
83 H 2.908 0.199 1.495  0.06

=====

# 2
Formula: C5H11NOS
Source: the Open Molecules 2025 dataset
Level of theory: ωB97M-V/def2-TZVPD

Results
Maximum force in eV/Å: 6.47
Gap between HOMO and LUMO in eV: 10.0
HOMO level in eV: -9.210
Relative energy (zero: lowest compared OMol25 entry of this formula, charge and spin) in kcal/mol: 68.7
LUMO in Eh: 0.0293
SMILES: CC(=O)NCCCS

Each line ends with the natural charge from an NBO analysis.
Element x y z (Å)
1 C 0.154 2.109 -2.262  -0.74
2 C -0.708 0.911 -2.411  0.67
3 O -1.395 0.732 -3.360  -0.59
4 N -0.840 -0.116 -1.418  -0.66
5 C 0.358 -0.216 -0.513  -0.20
6 C 0.173 -1.269 0.537  -0.40
7 C -0.211 -0.640 1.989  -0.51
8 S 0.985 -0.695 3.370  -0.07
9 H 0.503 2.499 -1.182  0.24
10 H 1.044 1.690 -2.901  0.25
11 H -0.125 3.045 -2.822  0.26
12 H -1.504 -0.862 -1.458  0.41
13 H 1.239 -0.328 -0.968  0.18
14 H 0.463 0.788 0.189  0.17
15 H -0.591 -1.972 0.249  0.21
16 H 1.158 -1.873 0.619  0.21
17 H -0.529 0.315 1.802  0.21
18 H -1.148 -1.266 2.286  0.22
19 H 2.169 -1.328 3.041  0.14

=====

# 3
Formula: C4H14O2
Source: the Open Molecules 2025 dataset
Level of theory: ωB97M-V/def2-TZVPD

Results
Maximum force in eV/Å: 4.43
Gap between HOMO and LUMO in eV: 11.4
HOMO level in eV: -10.671
Relative energy (zero: lowest compared OMol25 entry of this formula, charge and spin) in kcal/mol: 30.2
LUMO in Eh: 0.0267
SMILES: CC(C)C.O.O

Each line ends with the natural charge from an NBO analysis.
Element x y z (Å)
1 C 0.796 0.968 -1.516  -0.62
2 C -0.720 1.031 -1.592  -0.20
3 C -1.381 -0.255 -2.199  -0.61
4 C -1.154 1.210 -0.079  -0.60
5 H 1.288 1.912 -1.231  0.21
6 H 1.025 0.195 -0.751  0.21
7 H 1.318 0.627 -2.418  0.20
8 H -1.082 1.908 -2.205  0.19
9 H -2.391 0.186 -2.635  0.22
10 H -1.620 -1.064 -1.353  0.20
11 H -0.654 -0.677 -2.805  0.21
12 H -0.842 2.188 0.231  0.21
13 H -2.219 1.072 -0.176  0.21
14 H -0.784 0.438 0.624  0.19
15 O 1.867 -1.981 4.224  -0.94
16 H 1.702 -2.935 4.092  0.48
17 H 1.180 -1.716 4.783  0.47
18 O 1.155 -1.333 1.398  -0.93
19 H 0.784 -0.505 1.486  0.45
20 H 1.732 -1.268 2.121  0.48

=====

# 4
Formula: C34H38FeGe2N6
Source: the Open Molecules 2025 dataset
Level of theory: ωB97M-V/def2-TZVPD

Results
Maximum force in eV/Å: 0.41
Multiplicity: 5
Net charge: +2
⟨S²⟩: 6.014
Gap between HOMO and LUMO (spin up / spin down) in eV: 6.2 / 6.3
HOMO level (spin up / spin down) in eV: -13.315 / -13.316
Relative energy (zero: lowest compared OMol25 entry of this formula, charge and spin) in kcal/mol: 7.6
LUMO (spin up / spin down) in Eh: -0.2599 / -0.2595

Each line ends with the Mulliken spin population.
Element x y z (Å)
1 Fe 0.352 -0.390 0.089  3.70
2 C 0.870 -0.530 4.560  0.00
3 C 0.305 -0.532 3.290  0.00
4 N 1.055 -0.454 2.195  0.03
5 C 2.387 -0.367 2.367  0.03
6 C 2.929 -0.365 3.645  0.00
7 N 2.179 -0.445 4.735  0.00
8 C 3.207 -0.284 1.139  0.01
9 C 4.589 -0.235 1.117  0.00
10 C 5.251 -0.189 -0.111  -0.01
11 C 4.483 -0.204 -1.277  -0.01
12 C 3.105 -0.253 -1.176  0.04
13 N 2.496 -0.280 0.012  0.10
14 C 2.176 -0.279 -2.334  0.01
15 C 2.598 -0.205 -3.656  0.00
16 N 1.747 -0.221 -4.673  0.00
17 C 0.458 -0.304 -4.384  0.00
18 C 0.012 -0.372 -3.070  0.02
19 N 0.865 -0.373 -2.050  -0.03
20 C 6.724 -0.134 -0.176  0.00
21 C 7.450 0.620 0.739  0.00
22 C 8.833 0.644 0.630  0.00
23 N 9.504 -0.030 -0.298  0.00
24 C 8.807 -0.755 -1.165  0.00
25 C 7.422 -0.836 -1.154  0.00
26 H 0.245 -0.596 5.441  0.00
27 H -0.761 -0.594 3.161  0.00
28 H 3.997 -0.293 3.800  0.00
29 H 5.169 -0.260 2.027  0.00
30 H 4.977 -0.160 -2.236  0.00
31 H 3.647 -0.119 -3.905  0.00
32 H -0.246 -0.310 -5.206  0.00
33 H -1.044 -0.417 -2.840  -0.01
34 H 6.963 1.211 1.504  0.00
35 H 9.425 1.234 1.319  0.00
36 H 9.379 -1.302 -1.905  0.00
37 H 6.916 -1.464 -1.875  0.00
38 C -2.560 -3.994 -1.701  0.00
39 C -1.415 -3.015 -1.419  0.00
40 Ge -1.903 -1.822 0.082  0.05
41 C -1.703 -2.939 1.703  0.01
42 C -3.054 -3.543 2.113  0.00
43 C -3.666 -1.048 -0.076  -0.01
44 C -3.720 0.295 -0.123  0.00
45 Ge -1.933 1.030 0.111  0.01
46 C -1.590 1.829 1.880  0.02
47 C -2.247 3.188 2.145  0.00
48 C -1.115 2.084 -1.350  0.03
49 C -1.591 3.533 -1.496  0.00
50 C -4.919 1.133 -0.285  0.01
51 C -6.176 0.573 -0.531  0.00
52 C -7.286 1.384 -0.676  0.00
53 C -7.164 2.766 -0.581  0.00
54 C -5.923 3.335 -0.344  0.00
55 C -4.811 2.519 -0.202  0.00
56 H -2.280 -4.676 -2.504  0.00
57 H -3.462 -3.468 -2.015  0.00
58 H -2.810 -4.605 -0.836  0.00
59 H -1.175 -2.486 -2.337  0.01
60 H -0.512 -3.555 -1.117  0.00
61 H -1.301 -2.402 2.556  0.00
62 H -0.981 -3.721 1.455  0.00
63 H -3.764 -2.764 2.391  0.00
64 H -2.928 -4.198 2.975  0.00
65 H -3.507 -4.136 1.321  0.00
66 H -4.558 -1.664 -0.137  0.00
67 H -0.507 1.905 2.019  0.01
68 H -1.963 1.122 2.621  0.00
69 H -1.938 3.956 1.435  0.00
70 H -1.973 3.536 3.142  0.00
71 H -3.333 3.112 2.116  0.00
72 H -1.308 1.558 -2.285  0.00
73 H -0.026 2.076 -1.207  0.00
74 H -2.649 3.576 -1.748  0.00
75 H -1.045 4.013 -2.308  0.00
76 H -1.424 4.127 -0.596  0.00
77 H -6.294 -0.499 -0.619  0.00
78 H -8.253 0.940 -0.866  0.00
79 H -8.036 3.395 -0.696  0.00
80 H -5.820 4.409 -0.272  0.00
81 H -3.846 2.979 -0.015  0.00

=====

# 5
Formula: C5H12N2O
Source: the Open Molecules 2025 dataset
Level of theory: ωB97M-V/def2-TZVPD

Results
Maximum force in eV/Å: 5.66
Gap between HOMO and LUMO in eV: 9.8
HOMO level in eV: -8.860
Relative energy (zero: lowest compared OMol25 entry of this formula, charge and spin) in kcal/mol: 66.5
LUMO in Eh: 0.0340
SMILES: CCN(C=O)CCN

Each line ends with the natural charge from an NBO analysis.
Element x y z (Å)
1 C -2.095 -0.134 -1.851  -0.63
2 C -1.679 -0.828 -0.494  -0.21
3 N -0.750 0.017 0.254  -0.42
4 C -0.712 1.355 0.191  0.49
5 O 0.255 1.955 0.770  -0.66
6 C 0.389 -0.692 0.891  -0.22
7 C 1.776 -0.114 0.512  -0.22
8 N 2.629 -1.208 0.055  -0.86
9 H -1.302 0.188 -2.624  0.22
10 H -2.752 0.610 -1.602  0.20
11 H -2.600 -0.918 -2.545  0.22
12 H -2.600 -0.722 0.090  0.20
13 H -1.256 -1.774 -0.714  0.22
14 H -1.504 1.950 -0.353  0.15
15 H 0.120 -0.560 2.031  0.20
16 H 0.391 -1.729 0.747  0.21
17 H 1.653 0.428 -0.474  0.20
18 H 2.252 0.511 1.256  0.20
19 H 2.960 -1.900 0.829  0.35
20 H 3.367 -0.906 -0.449  0.35

=====

# 6
Formula: C4H18O6Pt
Source: the Open Molecules 2025 dataset
Level of theory: ωB97M-V/def2-TZVPD

Results
Maximum force in eV/Å: 3.09
Multiplicity: 3
⟨S²⟩: 2.007
Gap between HOMO and LUMO (spin up / spin down) in eV: 6.1 / 6.5
HOMO level (spin up / spin down) in eV: -6.612 / -7.090
Relative energy (zero: lowest compared OMol25 entry of this formula, charge and spin) in kcal/mol: 42.6
LUMO (spin up / spin down) in Eh: -0.0194 / -0.0201

Each line ends with the natural charge from an NBO analysis.
Element x y z (Å)
1 Pt 8.361 8.020 5.556  1.29
2 C 4.479 9.787 3.984  -0.62
3 C 5.445 8.663 4.321  -0.04
4 O 6.508 9.163 5.076  -0.91
5 H 3.744 9.251 3.384  0.19
6 H 4.853 10.677 3.478  0.20
7 H 3.965 9.955 4.931  0.20
8 H 5.786 8.198 3.396  0.12
9 H 4.815 7.953 4.857  0.13
10 C 5.998 4.546 4.672  -0.65
11 C 7.296 5.227 4.189  -0.04
12 O 8.138 5.747 5.158  -0.91
13 H 6.183 3.581 5.142  0.20
14 H 5.312 4.619 3.828  0.20
15 H 5.593 5.011 5.571  0.20
16 H 7.087 5.983 3.432  0.12
17 H 7.710 4.466 3.527  0.12
18 O 9.555 9.914 5.986  -0.95
19 H 10.417 10.130 6.342  0.48
20 H 9.224 10.742 5.639  0.50
21 O 7.732 8.044 7.705  -0.92
22 H 7.822 8.837 8.233  0.49
23 H 7.695 7.332 8.344  0.49
24 O 10.370 7.170 6.459  -0.94
25 H 11.233 7.575 6.544  0.47
26 H 10.514 6.249 6.680  0.50
27 O 9.082 8.340 3.500  -0.93
28 H 9.226 7.725 2.781  0.50
29 H 9.260 9.200 3.120  0.49